[1]
C18H21I3N3O7PPb | ωB97M-V with the def2-TZVPD basis set

```
54
Properties=species:S:1:pos:R:3:forces:R:3
Pb 0.9230 -4.4353 2.9979 -0.2 -1.8 2.3
I 5.6444 -0.9194 1.1155 -1.2 -0.2 -0.3
I 3.3041 -2.5819 -2.2127 -0.6 1.1 0.5
I 0.8511 -2.7222 1.0514 0.6 2.1 -2.1
P 0.8680 0.5173 3.3337 -2.2 0.7 0.3
O -0.1823 -0.2214 2.5715 1.4 -0.1 0.8
O 3.6078 -1.1193 -5.6183 -1.0 0.0 -0.6
O 0.1078 3.3508 1.2195 -0.3 -0.5 0.0
O 2.3010 -0.0599 -4.3908 -0.9 -0.1 1.3
O 1.5515 -0.3608 4.5752 0.2 1.0 -1.5
O 0.1063 1.8065 4.0513 2.3 -1.9 -0.4
O -0.6337 2.3417 -3.1842 -0.4 -0.2 0.4
N -2.7370 -1.4419 -0.4790 -0.3 0.0 0.6
N -0.7887 2.6880 -0.8510 -1.3 0.5 -0.2
N 2.4567 -0.9690 -5.4391 1.7 -0.5 0.0
C -0.3377 2.1004 -2.0572 1.6 -1.3 2.2
C 1.9332 0.6622 0.7074 -0.8 0.1 -1.8
C 0.0694 2.6246 0.2721 0.7 -1.7 -1.7
C -2.9339 1.7910 0.2464 -0.9 0.7 1.1
C -4.3453 0.2475 -1.3803 -1.5 -0.6 0.5
C 1.0665 -0.3836 -3.6694 0.3 0.6 -0.1
C 1.3612 -0.0549 -2.1791 0.2 0.4 1.6
C 3.7166 -3.4805 2.3496 -2.1 0.5 0.0
C 2.3135 -0.8500 -1.3614 -0.9 1.6 0.6
C 0.7256 1.0539 -1.5043 1.3 -0.5 1.2
C -4.1843 -1.2062 -0.7599 0.2 0.3 -1.8
C 2.5830 -0.4772 0.0286 0.1 0.6 -0.6
C -4.3711 1.3993 -0.3043 0.4 -0.3 -0.6
C 0.9822 1.4049 -0.0790 1.0 -1.5 -1.7
C 2.9960 -2.4384 1.4268 2.4 0.4 0.5
C 2.2264 1.0597 2.1787 0.8 0.5 -0.5
C 3.5693 -1.3473 0.8518 -2.5 -0.6 -0.2
C -2.2387 2.8965 -0.6414 -1.1 0.8 0.1
H -2.3034 0.8932 0.4637 -0.5 0.7 -0.5
H -2.7755 2.9176 -1.6305 1.0 0.1 0.8
H -3.1362 2.2715 1.2498 0.4 -0.5 -0.9
H 2.3050 2.1828 2.2293 -0.2 -1.0 0.0
H -2.2839 -1.7680 -1.3326 -0.2 -0.1 0.5
H 3.5251 -3.1767 3.4242 0.6 -0.2 -0.9
H 3.2453 0.6686 2.4507 -1.0 0.3 0.1
H 4.8040 -3.5488 2.1101 -0.9 -0.2 0.3
H -4.8825 2.2871 -0.7788 0.7 -0.7 0.6
H 0.5993 2.0604 4.8580 -0.5 0.2 -0.3
H -4.8569 -1.3789 0.1150 0.8 0.4 -0.5
H -2.3694 3.9012 -0.1504 0.0 -1.0 -0.6
H 0.2653 0.2573 -4.1164 0.4 -0.7 0.8
H 3.1765 -4.4755 2.2182 1.2 0.5 -0.2
H 2.5058 -0.1563 4.6615 -0.6 -0.1 0.1
H -5.0614 1.0786 0.5266 0.8 0.3 -0.7
H 0.8642 -1.4737 -3.8235 0.0 0.9 0.3
H -4.4995 -1.9574 -1.5462 0.0 0.8 0.8
H -3.6253 0.4105 -2.2255 -0.4 -0.1 0.9
H -2.6363 -2.1089 0.2865 0.1 0.0 -0.5
H -5.3722 0.2405 -1.8559 1.1 0.1 0.3
```
Forces are in eV/Å.

Output
LUMO: -9.67 eV
calculated total energy: -2815.98095 hartree
net charge: +2
molar mass: 1010.27 g mol⁻¹
gap between HOMO and LUMO: 3.90 eV

[2]
C18H21IN3O3PtSbSe4 | ωB97M-V with the def2-TZVPD basis set

```
52
Properties=species:S:1:pos:R:3:forces:R:3
Pt -1.0814 -1.0173 -0.1415 -0.4 0.4 0.3
I 0.3991 -3.2674 0.6081 0.6 0.1 0.2
Sb -5.6912 -2.1725 -1.6866 -0.8 -0.1 0.7
Se -2.9223 -1.9922 -1.4958 -0.1 -0.3 -0.3
Se -2.7681 0.2420 -1.6571 0.1 0.3 0.1
Se -5.5774 -4.4633 -2.6540 0.0 -0.1 0.2
Se -6.3147 -2.8490 0.5855 0.3 0.1 -1.0
O 0.8287 3.7827 2.2503 0.1 -0.1 0.0
O -0.1619 -1.4628 -2.4443 0.4 -0.1 -0.2
O -2.4709 -0.4804 1.4851 0.1 -0.1 -0.2
N 1.8214 -0.5665 -3.0627 0.0 0.1 0.0
N -3.6473 2.6636 2.6303 -0.2 -0.1 0.0
N 0.3950 -0.1096 1.1786 -0.3 0.1 -0.3
C -0.0379 3.4201 3.3276 -0.1 0.0 0.0
C -2.4948 3.2563 3.0184 0.1 0.0 0.0
C 1.0989 -2.6674 -4.0678 -0.1 0.0 -0.1
C 1.7254 -0.5406 1.0471 0.4 -0.1 0.1
C -2.3964 0.7234 1.9103 0.4 0.3 0.2
C 0.1032 0.8540 1.9948 0.3 -0.2 0.0
C -1.2678 2.6761 2.8770 0.1 0.1 -0.1
C 2.8152 0.3325 1.1427 -0.1 0.0 0.1
C 3.2993 -2.3494 0.6395 0.0 0.0 0.0
C 4.1133 -0.1244 1.0030 0.0 0.0 0.0
C 1.6462 0.5932 -2.2005 0.0 0.0 0.0
C -1.1831 1.3977 2.2509 -0.6 0.0 -0.2
C -3.6280 1.4622 2.1219 0.1 0.0 0.1
C 0.8686 -1.5152 -3.1272 0.0 0.1 0.3
C -4.9151 0.8079 1.7373 0.0 0.0 0.0
C 4.3618 -1.4670 0.7555 0.1 0.0 0.0
C 3.0650 -0.6632 -3.8134 -0.1 -0.1 0.0
C 2.0037 -1.8818 0.7747 -0.4 -0.3 0.0
H 1.9299 1.4957 -2.7425 0.0 0.0 0.0
H -5.7474 1.4438 2.0267 0.0 0.0 0.0
H 3.4798 -3.3989 0.4500 0.0 0.0 0.0
H 2.6329 1.3885 1.3027 0.0 0.0 0.0
H 1.9723 -3.2462 -3.7635 0.0 0.0 0.0
H -2.6038 4.2434 3.4553 0.1 0.0 0.0
H 0.5650 2.8035 3.9964 0.0 0.1 0.0
H 5.3765 -1.8248 0.6425 0.0 0.0 0.0
H -5.0060 -0.1690 2.2114 0.0 0.0 0.0
H -4.9459 0.6297 0.6595 0.0 0.0 0.0
H 0.3134 4.2962 1.6192 0.0 0.0 0.0
H -0.3497 4.3052 3.8890 0.0 0.0 0.0
H 0.2231 -3.3083 -4.0427 0.0 0.0 0.0
H 4.9322 0.5786 1.0806 0.0 0.0 0.0
H 2.8893 -0.6127 -4.8898 0.0 0.0 0.0
H 0.6039 0.6758 -1.9081 0.0 0.0 0.0
H 1.2582 -2.3160 -5.0878 0.1 0.0 0.0
H 2.2610 0.5069 -1.3005 0.0 0.0 -0.2
H 3.7041 0.1683 -3.5314 0.0 0.0 0.0
H 3.5955 -1.5899 -3.5905 0.0 0.0 0.0
H 0.9291 1.3086 2.5356 0.0 -0.1 0.1
```
Forces are in eV/Å.

Output
LUMO (alpha / beta): -0.58 / -2.37 eV
calculated total energy: -11351.43469 hartree
multiplicity: 5
molar mass: 1086.97 g mol⁻¹
gap between HOMO and LUMO (alpha / beta): 6.37 / 4.88 eV
energy above the lowest of the compared OMol25 structures with the same formula, charge and spin: 0.00 kcal per mole
expectation value of S²: 6.05

[3]
C18H21N3 | ωB97M-V with the def2-TZVPD basis set

```
42
Properties=species:S:1:pos:R:3:forces:R:3
N 0.6004 0.2005 -2.9275 -0.1 0.2 -0.5
N 2.9644 0.3555 2.0441 0.2 0.3 0.0
N 3.5315 1.9329 0.5615 0.3 0.5 -0.2
C -4.2680 0.5204 -1.3182 0.0 0.0 0.0
C -1.8611 -0.1420 -2.5957 0.0 0.0 0.0
C -1.9711 1.0244 -1.8554 0.1 -0.1 -0.1
C 0.7358 -0.7966 -0.7084 -0.1 0.0 -0.1
C -5.5606 0.8624 -0.6409 0.0 0.0 0.0
C 1.2834 -0.8549 0.5558 0.0 -0.1 0.2
C -4.1552 -0.6486 -2.0637 0.0 0.0 0.0
C -0.5816 -0.5271 -3.3110 0.0 0.0 0.0
C -3.1597 1.3478 -1.2230 -0.1 0.0 0.0
C -2.9697 -0.9760 -2.6902 0.1 0.1 0.0
C 2.9845 -0.3620 3.2976 -0.1 -0.3 0.4
C 2.2247 0.0994 0.9070 -0.1 0.2 -0.6
C 1.1046 0.1916 -1.6378 0.4 0.1 0.3
C 1.6161 -0.3079 3.9780 0.3 0.1 0.0
C 2.0411 1.1565 -1.2830 -0.1 -0.1 0.1
C 3.4646 -1.7994 3.0936 0.1 0.3 0.1
C 3.7101 1.4559 1.7536 0.0 0.0 0.0
C 2.5996 1.1062 -0.0158 -0.3 -0.5 0.4
H -0.0054 -1.5307 -0.9800 -0.1 -0.1 0.0
H 0.9662 -1.6311 1.2359 0.0 -0.1 0.0
H -1.1249 1.6884 -1.7575 0.1 0.0 0.0
H -5.0075 -1.3082 -2.1493 -0.1 -0.1 0.0
H 0.7293 1.0805 -3.4038 0.0 -0.1 0.0
H 1.6705 -0.7776 4.9568 0.0 -0.1 0.1
H -3.2214 2.2607 -0.6475 0.0 0.1 0.1
H 2.3350 1.9297 -1.9761 0.1 0.1 -0.1
H 4.4353 -1.8047 2.6025 0.1 0.0 0.0
H 4.3879 1.8802 2.4712 0.1 0.0 0.2
H 3.7108 0.1612 3.9334 -0.1 -0.1 -0.1
H 2.7654 -2.3562 2.4766 -0.1 -0.1 -0.1
H 0.8683 -0.8250 3.3841 -0.1 -0.1 0.0
H -5.8395 0.0791 0.0631 -0.1 0.0 0.1
H -0.7213 -0.3756 -4.3874 0.1 -0.1 0.1
H -5.4804 1.8022 -0.1005 -0.1 0.1 0.1
H 1.2999 0.7254 4.1038 -0.1 0.1 0.0
H -6.3615 0.9499 -1.3743 -0.1 0.0 0.0
H 3.5570 -2.2989 4.0545 0.0 -0.1 0.1
H -0.3987 -1.5979 -3.1629 -0.1 0.1 -0.1
H -2.8988 -1.8905 -3.2631 0.0 -0.1 -0.1
```
Forces are in eV/Å.

Output
LUMO: 0.85 eV
calculated total energy: -862.80034 hartree
SMILES: Cc1ccc(CNc2ccc3c(c2)ncn3C(C)C)cc1
molar mass: 279.39 g mol⁻¹
gap between HOMO and LUMO: 8.17 eV
energy above the lowest of the compared OMol25 structures with the same formula, charge and spin: 0.00 kcal per mole

Repeat the second record exactly.
C18H21IN3O3PtSbSe4 | ωB97M-V with the def2-TZVPD basis set

```
52
Properties=species:S:1:pos:R:3:forces:R:3
Pt -1.0814 -1.0173 -0.1415 -0.4 0.4 0.3
I 0.3991 -3.2674 0.6081 0.6 0.1 0.2
Sb -5.6912 -2.1725 -1.6866 -0.8 -0.1 0.7
Se -2.9223 -1.9922 -1.4958 -0.1 -0.3 -0.3
Se -2.7681 0.2420 -1.6571 0.1 0.3 0.1
Se -5.5774 -4.4633 -2.6540 0.0 -0.1 0.2
Se -6.3147 -2.8490 0.5855 0.3 0.1 -1.0
O 0.8287 3.7827 2.2503 0.1 -0.1 0.0
O -0.1619 -1.4628 -2.4443 0.4 -0.1 -0.2
O -2.4709 -0.4804 1.4851 0.1 -0.1 -0.2
N 1.8214 -0.5665 -3.0627 0.0 0.1 0.0
N -3.6473 2.6636 2.6303 -0.2 -0.1 0.0
N 0.3950 -0.1096 1.1786 -0.3 0.1 -0.3
C -0.0379 3.4201 3.3276 -0.1 0.0 0.0
C -2.4948 3.2563 3.0184 0.1 0.0 0.0
C 1.0989 -2.6674 -4.0678 -0.1 0.0 -0.1
C 1.7254 -0.5406 1.0471 0.4 -0.1 0.1
C -2.3964 0.7234 1.9103 0.4 0.3 0.2
C 0.1032 0.8540 1.9948 0.3 -0.2 0.0
C -1.2678 2.6761 2.8770 0.1 0.1 -0.1
C 2.8152 0.3325 1.1427 -0.1 0.0 0.1
C 3.2993 -2.3494 0.6395 0.0 0.0 0.0
C 4.1133 -0.1244 1.0030 0.0 0.0 0.0
C 1.6462 0.5932 -2.2005 0.0 0.0 0.0
C -1.1831 1.3977 2.2509 -0.6 0.0 -0.2
C -3.6280 1.4622 2.1219 0.1 0.0 0.1
C 0.8686 -1.5152 -3.1272 0.0 0.1 0.3
C -4.9151 0.8079 1.7373 0.0 0.0 0.0
C 4.3618 -1.4670 0.7555 0.1 0.0 0.0
C 3.0650 -0.6632 -3.8134 -0.1 -0.1 0.0
C 2.0037 -1.8818 0.7747 -0.4 -0.3 0.0
H 1.9299 1.4957 -2.7425 0.0 0.0 0.0
H -5.7474 1.4438 2.0267 0.0 0.0 0.0
H 3.4798 -3.3989 0.4500 0.0 0.0 0.0
H 2.6329 1.3885 1.3027 0.0 0.0 0.0
H 1.9723 -3.2462 -3.7635 0.0 0.0 0.0
H -2.6038 4.2434 3.4553 0.1 0.0 0.0
H 0.5650 2.8035 3.9964 0.0 0.1 0.0
H 5.3765 -1.8248 0.6425 0.0 0.0 0.0
H -5.0060 -0.1690 2.2114 0.0 0.0 0.0
H -4.9459 0.6297 0.6595 0.0 0.0 0.0
H 0.3134 4.2962 1.6192 0.0 0.0 0.0
H -0.3497 4.3052 3.8890 0.0 0.0 0.0
H 0.2231 -3.3083 -4.0427 0.0 0.0 0.0
H 4.9322 0.5786 1.0806 0.0 0.0 0.0
H 2.8893 -0.6127 -4.8898 0.0 0.0 0.0
H 0.6039 0.6758 -1.9081 0.0 0.0 0.0
H 1.2582 -2.3160 -5.0878 0.1 0.0 0.0
H 2.2610 0.5069 -1.3005 0.0 0.0 -0.2
H 3.7041 0.1683 -3.5314 0.0 0.0 0.0
H 3.5955 -1.5899 -3.5905 0.0 0.0 0.0
H 0.9291 1.3086 2.5356 0.0 -0.1 0.1
```
Forces are in eV/Å.

Output
LUMO (alpha / beta): -0.58 / -2.37 eV
calculated total energy: -11351.43469 hartree
multiplicity: 5
molar mass: 1086.97 g mol⁻¹
gap between HOMO and LUMO (alpha / beta): 6.37 / 4.88 eV
energy above the lowest of the compared OMol25 structures with the same formula, charge and spin: 0.00 kcal per mole
expectation value of S²: 6.05

Question: The highest molar mass belongs to which entry?
Answer: C18H21IN3O3PtSbSe4